Formula: C2H8N2S
Source: OMol25
Level of theory: the ωB97M-V functional and the def2-TZVPD basis

```
13
Properties=species:S:1:pos:R:3:mulliken_charge:R:1
C 0.24200 1.64385 0.25664 -0.86
S 0.25740 -0.11716 0.02372 0.87
C -1.38906 -0.69770 -0.35533 -0.92
N 1.04683 -1.01637 1.19144 -0.77
N 1.25192 -0.56664 -1.16175 -0.76
H -0.15218 1.88142 1.24940 0.33
H -0.35002 2.12448 -0.51705 0.35
H 1.27589 2.02404 0.20148 0.29
H -2.05954 -0.47659 0.47188 0.33
H -1.36420 -1.78824 -0.54161 0.32
H -1.68153 -0.19315 -1.26494 0.36
H 0.79019 -1.99334 1.18028 0.18
H 2.13229 -0.82457 -0.73415 0.29
```

Output
- Molar mass: 92.17 g/mol
- Total charge: 0
- Electronic energy: -588.52190 Ha
- Orbital gap: 7.95 eV
- HOMO energy: -7.4 eV
- LUMO: 0.56 eV
- Max |F|: 9.405 eV/Å
- SMILES: CS(C)(=N)=N
- Energy above the lowest of the compared OMol25 structures with the same formula, charge and spin: 99.13 kcal per mole

***

Formula: C14H29Cl2N2O3PPd
Source: OMol25
Level of theory: the ωB97M-V functional and the def2-TZVPD basis

```
52
Properties=species:S:1:pos:R:3:mulliken_charge:R:1
Pd 0.75853 -0.98145 0.18257 -0.57
N 3.11569 -2.22719 -0.29511 -0.26
C 2.57015 -3.43266 -0.92833 -0.59
C 1.43660 -4.04878 -0.08563 0.47
O 1.52699 -5.28875 0.18252 -0.84
N 0.51060 -3.19837 0.28014 0.02
C -0.49591 -3.78396 1.14193 -0.41
C -1.61484 -2.83310 1.66695 0.13
O -2.68401 -3.43064 1.99032 -0.83
O -1.36893 -1.61142 1.78750 -0.57
H 3.43586 -2.44201 0.64274 0.14
H 3.89573 -1.83993 -0.81248 0.16
H 2.14235 -3.11940 -1.88800 0.15
H 3.31397 -4.22340 -1.09998 0.27
H -0.99637 -4.62451 0.64302 0.28
H -0.02309 -4.21907 2.03874 0.22
C -0.65264 2.95626 -2.49633 -1.46
C 0.34361 2.12728 -1.67780 0.67
C 1.31747 1.43712 -2.62639 -1.50
P -0.28780 0.89461 -0.40302 0.91
C -0.72297 2.03028 1.02403 0.44
C 0.51499 2.25304 1.88762 -1.09
C -1.35143 3.40594 0.75199 -1.68
C -1.96605 0.28624 -0.95560 1.19
C -1.82366 -0.48396 -2.26111 -1.62
C -3.21570 1.17607 -0.99406 -1.58
H -0.12928 3.70345 -3.10998 0.43
H -1.38199 3.48397 -1.88117 0.22
H -1.20758 2.31222 -3.18395 0.23
H 0.93262 2.81847 -1.05551 0.37
H 0.77569 0.82564 -3.35463 0.26
H 1.97676 0.76954 -2.06956 0.24
H 1.90914 2.17891 -3.18297 0.46
H -1.41997 1.40163 1.58908 0.48
H 1.17656 3.00125 1.43430 0.23
H 1.07580 1.32315 1.98942 -0.24
H 0.22519 2.63494 2.87827 0.50
H -0.62931 4.04857 0.23722 0.28
H -1.60574 3.91176 1.69445 0.46
H -2.25386 3.36897 0.14586 0.29
H -2.11384 -0.45991 -0.15328 -0.19
H -1.69911 0.18146 -3.12773 0.21
H -2.72348 -1.08583 -2.43350 0.45
H -0.96502 -1.15647 -2.20670 0.24
H -3.13243 2.02637 -1.68095 0.20
H -3.46277 1.55732 -0.00216 0.32
H -4.07789 0.58100 -1.32094 0.48
Cl 1.76342 -1.19559 2.76902 0.08
C 2.12070 -0.34962 4.27923 -0.32
Cl 3.71359 -0.77334 4.99376 -0.25
H 1.34168 -0.60081 4.99214 0.32
H 2.11199 0.71473 4.06405 0.17
```

Output
- Molar mass: 481.70 g/mol
- Total charge: -2
- Electronic energy: -2275.71128 Ha
- Orbital gap: 4.06 eV
- HOMO energy: 0.4 eV
- LUMO: 4.41 eV
- Max |F|: 1.349 eV/Å

***

Formula: C2H3FO3
Source: OMol25
Level of theory: the ωB97M-V functional and the def2-TZVPD basis

```
9
Properties=species:S:1:pos:R:3:mulliken_charge:R:1
O -3.28310 -1.58023 -0.21788 -0.42
C -3.17451 -0.98584 0.77038 0.79
O -3.26768 -0.37398 1.72634 -0.33
O -0.79924 -0.38673 -0.02844 -0.46
C -0.33573 0.44761 -0.92319 -0.01
F 1.11419 0.40232 -1.02301 -0.32
H -0.89352 -1.37926 -0.31480 0.38
H -0.39035 1.53271 -0.65083 0.17
H -0.60125 0.25057 -1.95538 0.20
```

Output
- Molar mass: 94.04 g/mol
- Total charge: 0
- Electronic energy: -403.60378 Ha
- Orbital gap: 12.21 eV
- HOMO energy: -11.8 eV
- LUMO: 0.38 eV
- Max |F|: 4.071 eV/Å
- SMILES: O=C=O.OCF
- Energy above the lowest of the compared OMol25 structures with the same formula, charge and spin: 1.89 kcal per mole

***

Formula: C6H24O6
Source: OMol25
Level of theory: the ωB97M-V functional and the def2-TZVPD basis

```
36
Properties=species:S:1:pos:R:3:mulliken_charge:R:1
C -1.32586 3.23661 -2.45761 -0.27
O -2.16586 2.11761 -2.58461 -0.55
H -1.16686 3.73461 -3.31461 0.36
H -0.31386 2.96161 -2.02461 -0.07
H -1.96686 3.90461 -1.65561 0.16
H -1.65686 1.53461 -2.03461 0.40
C 0.12614 -0.07839 -1.45361 -0.09
O -0.67386 0.61061 -0.55161 -0.46
H 1.11214 0.33261 -1.27761 0.29
H -0.18286 -0.35139 -2.50161 0.38
H -0.05986 -1.06739 -1.15161 -0.32
H -0.25086 0.53861 0.20139 0.18
C -2.73686 -2.13039 0.31539 -0.41
O -2.61686 -3.09239 1.32739 -0.61
H -2.86086 -1.04639 0.78339 0.18
H -3.68186 -2.37239 -0.15361 0.38
H -2.03886 -2.07839 -0.36661 0.13
H -3.49886 -3.47439 1.69839 0.34
C 1.61814 -0.15839 2.14039 -0.41
O 0.46414 0.54761 2.54239 -0.53
H 2.61814 0.28161 2.58139 0.30
H 1.72314 -0.07239 1.02939 0.05
H 1.51114 -1.10239 2.57639 0.32
H 0.72614 1.35261 3.10039 0.31
C 0.98314 -3.58639 0.41739 -0.53
O 0.28414 -3.65339 1.60039 -0.45
H 1.79514 -2.89939 0.28239 0.25
H 0.34714 -3.34239 -0.52761 0.18
H 1.45514 -4.73639 0.42239 0.22
H -0.57786 -3.30639 1.40839 0.31
C 1.93114 3.09261 0.11239 -1.03
O 2.48114 2.53361 -1.00661 -0.48
H 1.03514 2.71061 0.42439 0.35
H 1.86614 4.18061 -0.00161 0.26
H 2.45814 2.79361 0.85939 0.62
H 3.24014 2.08461 -0.75961 0.30
```

Output
- Molar mass: 192.25 g/mol
- Total charge: 0
- Electronic energy: -694.16733 Ha
- Orbital gap: 9.98 eV
- HOMO energy: -9.5 eV
- LUMO: 0.45 eV
- Max |F|: 8.089 eV/Å
- SMILES: CO.CO.CO.CO.CO.CO
- Energy above the lowest of the compared OMol25 structures with the same formula, charge and spin: 178.89 kcal per mole